26
Properties=species:S:1:pos:R:3:forces:R:3 method="wB97M-V/def2-TZVPD" s2=0.76 spin_multiplicity=2 total_charge=+1 lumo_energy_ev="-2.53 / -5.61" e_above_lowest_kcal_mol=0.0 e_homo_ha="-0.41190 / -0.44191" orbital_gap_ev="8.67 / 6.42"
Hg 0.416 -1.459 1.706 -0.13 0.12 -0.11
C -3.179 0.798 2.510 -0.02 -0.11 0.05
Se -1.360 0.959 1.860 0.26 0.12 0.10
C -1.734 0.667 -0.020 -0.07 -0.10 -0.02
C -2.153 -0.775 -0.304 -0.11 0.09 -0.05
Se -0.621 -1.784 -0.946 0.15 -0.15 0.07
C -1.447 -3.540 -0.915 0.02 -0.05 0.03
H -3.141 0.881 3.593 0.00 0.00 0.01
H -3.618 -0.157 2.234 0.00 0.00 0.01
H -3.760 1.620 2.100 0.00 0.00 0.01
H -0.804 0.938 -0.513 -0.04 0.02 -0.13
H -2.499 1.372 -0.339 -0.04 0.02 0.10
H -2.950 -0.835 -1.044 0.09 0.02 -0.10
H -2.488 -1.285 0.597 -0.14 0.02 -0.02
H -2.063 -3.655 -1.802 -0.01 0.02 0.00
H -2.047 -3.650 -0.015 0.01 0.00 0.01
H -0.651 -4.279 -0.919 0.00 -0.01 -0.02
C 4.522 1.346 -1.548 0.00 -0.01 -0.01
C 3.690 2.063 -0.482 -0.14 -0.14 0.03
C 2.500 1.293 -0.099 0.13 0.14 -0.01
N 1.565 0.693 0.194 0.06 -0.03 0.04
H 5.365 1.974 -1.828 0.00 -0.01 0.00
H 3.930 1.148 -2.440 0.00 0.01 0.00
H 4.909 0.400 -1.172 -0.01 0.00 0.00
H 3.347 3.036 -0.835 -0.01 0.01 -0.01
H 4.271 2.234 0.424 0.00 0.01 0.01